Entry 1:
Here is the ion C8H11N4 with charge +1 in a non-equilibrium geometry from OMol25. Energies are from wB97M-V/def2-TZVPD.

Structure (XYZ):
```
23
Properties=species:S:1:pos:R:3
C -3.20 -1.51 -0.07
C -3.49 -0.19 -0.10
C -0.97 2.29 0.31
C 0.72 0.69 -0.22
C -1.29 -0.49 -0.30
C 2.07 -0.93 1.08
C 2.95 0.67 -0.79
C 1.82 -0.18 -0.40
N 0.26 1.79 0.08
N -2.08 1.76 0.19
N -1.86 -1.66 -0.27
N -2.24 0.45 -0.18
H -3.83 -2.40 -0.04
H -4.38 0.38 0.19
H -0.84 3.18 0.80
H 2.03 0.00 1.72
H 3.09 -1.31 0.95
H 1.21 -1.65 1.31
H 3.84 -0.03 -1.03
H 3.26 1.31 0.11
H 2.55 1.28 -1.64
H 1.68 -1.01 -1.07
H -1.30 -2.43 -0.61
```

Computed properties:
Highest occupied orbital energy = -13.49 eV
ΔE to the lowest compared entry with this formula, charge and spin = 430.0 kJ/mol
Net charge = +1

Entry 2:
Here is a structure of composition C6H9NO2 in a non-equilibrium geometry from OMol25. Energies are from wB97M-V/def2-TZVPD.

Structure (XYZ):
```
18
Properties=species:S:1:pos:R:3
C -1.21 0.37 -0.86
C -0.38 0.71 0.25
C -0.58 -0.40 1.37
C 1.32 -1.35 -0.34
C 1.40 0.13 -0.81
C 1.19 0.88 0.26
H -0.91 0.58 -2.23
H -1.55 -0.63 1.49
H -0.05 -0.06 2.22
H -0.45 -2.19 0.01
H 2.25 -1.75 0.31
H 0.81 -1.97 -1.29
H 2.40 -0.12 -1.51
H 0.57 0.23 -1.59
H 1.66 0.75 1.22
N 0.19 -1.38 0.53
O -2.34 -0.35 -0.47
O 0.28 1.95 0.27
```

Computed properties:
Highest occupied orbital energy = -8.61 eV
ΔE to the lowest compared entry with this formula, charge and spin = 996.2 kJ/mol

Entry 3:
Here is a cluster of 2 separate species, C21H45N2O6 in total in a non-equilibrium geometry from OMol25. Energies are from wB97M-V/def2-TZVPD.

Structure (XYZ):
```
74
Properties=species:S:1:pos:R:3
C 0.70 0.05 3.87
C 0.27 -1.36 3.27
C 0.91 -1.72 1.91
N 0.10 -1.55 0.65
C -0.77 -0.32 0.86
C -1.44 0.27 -0.42
C -2.28 1.51 0.08
O -2.69 2.23 -1.07
C -3.08 3.56 -0.69
C -0.90 -2.69 0.64
C -0.37 -3.96 -0.09
O -0.11 -3.70 -1.47
C 0.06 -2.32 -1.75
O 0.76 -2.24 -2.97
C -0.08 -2.63 -4.05
C -0.47 -1.43 -4.98
C -1.98 -0.99 -4.76
O 0.42 -0.33 -4.87
C 0.87 -1.55 -0.62
C 2.29 -2.19 -0.65
C 3.25 -1.29 -1.54
C 4.77 -1.70 -1.32
C 5.59 -0.81 -2.33
O 5.91 -1.62 -3.46
H -0.22 0.50 4.29
H 1.05 0.75 3.08
H 1.48 -0.05 4.64
H 0.65 -2.10 4.02
H -0.83 -1.46 3.34
H 1.85 -1.12 1.80
H 1.25 -2.77 1.94
H -1.63 -0.61 1.50
H -0.19 0.51 1.32
H -0.74 0.67 -1.18
H -2.17 -0.45 -0.83
H -1.57 2.12 0.68
H -3.11 1.20 0.75
H -2.48 4.34 -1.20
H -4.16 3.67 -0.94
H -2.98 3.71 0.40
H -1.85 -2.38 0.15
H -1.20 -3.00 1.66
H 0.61 -4.25 0.37
H -1.05 -4.82 0.05
H -0.94 -1.88 -1.93
H 0.51 -3.34 -4.66
H -1.01 -3.16 -3.75
H -0.42 -1.79 -6.04
H -2.56 -1.79 -4.24
H -2.49 -0.85 -5.73
H -1.98 -0.07 -4.14
H 0.01 0.37 -5.38
H 1.02 -0.53 -1.05
H 2.31 -3.18 -1.16
H 2.84 -2.32 0.30
H 3.14 -0.25 -1.16
H 3.06 -1.40 -2.62
H 5.10 -1.51 -0.28
H 4.84 -2.76 -1.62
H 6.50 -0.47 -1.79
H 5.01 0.09 -2.64
H 6.27 -1.01 -4.11
C -2.90 3.86 3.49
O -2.40 2.92 2.90
N -2.23 4.75 4.25
C -2.89 5.85 4.92
C -0.79 4.61 4.38
H -3.99 4.06 3.45
H -2.48 6.80 4.57
H -2.73 5.77 6.00
H -3.96 5.83 4.73
H -0.32 4.66 3.40
H -0.56 3.63 4.82
H -0.39 5.39 5.02
```

Computed properties:
Highest occupied orbital energy = -11.66 eV
Net charge = +1

Entry 4:
Here is a cluster of 2 separate species, C3H11NOS2 in total in a non-equilibrium geometry from OMol25. Energies are from wB97M-V/def2-TZVPD.

Structure (XYZ):
```
18
Properties=species:S:1:pos:R:3
N 2.73 -1.15 -0.79
C 1.42 -0.51 -0.69
C 0.75 -0.42 -2.11
C 0.53 -1.38 0.25
S -1.12 -0.54 0.35
S -1.01 0.72 2.04
H 3.22 -1.00 -1.67
H 2.72 -2.16 -0.73
H 1.51 0.50 -0.29
H -0.06 0.29 -2.10
H 0.49 -1.39 -2.53
H 1.51 0.01 -2.79
H 1.08 -1.47 1.19
H 0.34 -2.34 -0.23
H -0.78 -0.16 3.00
H -1.88 2.18 -0.83
H -0.88 2.66 -1.87
O -1.14 2.78 -0.97
```

Computed properties:
Highest occupied orbital energy (spin up / spin down) = 0.33 / -3.73 eV
2S+1 = 2
ΔE to the lowest compared entry with this formula, charge and spin = 93.3 kJ/mol
Net charge = -1

Entry 5:
Here is a structure of composition C3H4MgO2Tl in a non-equilibrium geometry from OMol25. Energies are from wB97M-V/def2-TZVPD.

Structure (XYZ):
```
11
Properties=species:S:1:pos:R:3
O 5.21 -1.33 3.75
Mg 6.43 -2.25 4.95
C 4.30 -1.76 3.00
O 4.07 -3.12 3.07
C 4.72 -3.95 3.94
C 5.98 -4.39 3.75
H 4.10 -4.28 4.78
H 6.39 -5.12 4.46
H 6.58 -4.16 2.87
Tl 3.65 -0.47 0.56
H 4.98 -1.29 -0.78
```

Computed properties:
Highest occupied orbital energy (spin up / spin down) = -10.03 / -9.29 eV
Net charge = +1